Computed, not measured: a 12-piece molecular cluster, C45H78N12O15 overall at a distorted geometry, with wB97M-V/def2-TZVPD.

Results
⟨S²⟩: 0.765
Electronic energy, a.u.: -3546.83596
HOMO level (spin up / spin down), hartree: -0.07779 / -0.20366
Orbital gap (spin up / spin down), eV: 3.52 / 6.95
2S+1: 2
Net charge: -1

XYZ file:
```
150
C45H78N12O15 wB97M-V/def2-TZVPD
C 3.168 3.717 -4.966
O 2.851 4.241 -6.006
N 2.591 2.626 -4.472
C 2.997 2.026 -3.213
C 1.477 2.022 -5.155
H 4.109 4.126 -4.567
H 3.908 2.506 -2.856
H 3.099 0.959 -3.411
H 2.239 2.171 -2.443
H 1.791 1.098 -5.641
H 0.680 1.876 -4.427
H 1.033 2.615 -5.954
C 2.835 -2.215 -4.351
O 2.663 -1.499 -3.376
N 3.631 -1.960 -5.403
C 3.593 -2.783 -6.639
C 4.375 -0.706 -5.519
H 2.294 -3.168 -4.452
H 4.446 -3.457 -6.725
H 3.286 -2.233 -7.529
H 2.866 -3.583 -6.499
H 4.274 -0.031 -4.669
H 5.428 -0.911 -5.709
H 4.188 -0.186 -6.458
C -5.623 -0.217 1.726
O -6.172 0.239 0.658
N -4.784 0.543 2.515
C -3.941 -0.090 3.485
C -4.469 1.975 2.281
H -5.608 -1.293 1.959
H -4.322 -1.067 3.780
H -3.922 0.429 4.444
H -2.944 -0.394 3.166
H -4.937 2.634 3.013
H -3.391 2.060 2.418
H -4.812 2.413 1.343
C -0.044 5.301 2.220
O -0.425 6.429 2.594
N -0.267 4.136 2.859
C 0.145 2.830 2.413
C -1.025 4.136 4.096
H 0.505 5.129 1.282
H 0.775 2.409 3.197
H 0.789 2.978 1.546
H -0.747 2.278 2.118
H -0.352 3.809 4.889
H -1.390 5.121 4.388
H -1.875 3.458 4.176
C 4.434 1.035 2.643
O 3.670 0.208 2.092
N 5.510 0.739 3.411
C 6.298 1.660 4.171
C 5.863 -0.690 3.559
H 4.141 2.096 2.683
H 6.216 2.662 3.750
H 7.348 1.371 4.194
H 5.953 1.615 5.204
H 5.936 -0.977 4.609
H 5.061 -1.289 3.127
H 6.821 -0.926 3.097
C 2.995 -3.187 1.989
O 3.194 -3.642 3.108
N 2.325 -3.935 1.095
C 2.155 -3.451 -0.290
C 1.824 -5.286 1.353
H 3.186 -2.194 1.553
H 2.134 -4.275 -1.003
H 2.738 -2.587 -0.611
H 1.103 -3.181 -0.384
H 1.876 -5.902 0.456
H 2.265 -5.768 2.226
H 0.787 -5.207 1.680
C -1.830 -3.066 7.027
O -1.601 -3.076 8.268
N -0.809 -2.791 6.125
C 0.581 -2.696 6.589
C -1.058 -2.822 4.684
H -2.782 -3.240 6.502
H 0.788 -3.423 7.374
H 0.685 -1.759 7.137
H 1.355 -2.865 5.840
H -0.743 -1.839 4.334
H -0.438 -3.597 4.233
H -2.091 -2.874 4.340
C 6.483 -0.717 -2.778
O 7.418 -0.714 -3.590
N 6.530 -0.745 -1.443
C 5.265 -0.861 -0.690
C 7.759 -0.762 -0.694
H 5.415 -0.781 -3.036
H 5.078 0.157 -0.350
H 5.352 -1.599 0.107
H 4.481 -1.267 -1.330
H 7.817 -1.763 -0.266
H 8.643 -0.341 -1.174
H 7.586 -0.041 0.105
C -0.535 0.755 5.717
O -1.116 0.424 4.695
N 0.805 0.574 5.853
C 1.550 1.028 7.019
C 1.602 0.158 4.666
H -1.023 1.052 6.658
H 2.207 0.266 7.437
H 0.872 1.352 7.809
H 2.161 1.909 6.823
H 2.454 -0.448 4.975
H 1.019 -0.268 3.850
H 2.049 1.067 4.263
C -5.628 1.037 -5.825
C -4.650 1.642 -5.050
C -4.517 3.020 -5.219
C -5.299 3.752 -6.135
C -6.315 3.076 -6.850
C -6.478 1.734 -6.666
N -5.124 5.177 -6.233
O -5.892 5.867 -6.921
O -4.205 5.693 -5.602
H -5.742 -0.035 -5.767
H -4.063 1.166 -4.278
H -3.839 3.501 -4.530
H -6.911 3.558 -7.611
H -7.239 1.226 -7.240
C -8.536 -0.738 -3.945
C -7.395 -0.274 -3.265
C -6.815 -1.065 -2.269
C -7.262 -2.373 -2.082
C -8.420 -2.805 -2.702
C -8.981 -1.991 -3.725
N -6.562 -3.215 -1.143
O -6.885 -4.371 -0.980
O -5.611 -2.701 -0.545
H -8.966 -0.181 -4.764
H -6.960 0.675 -3.540
H -5.914 -0.716 -1.785
H -8.838 -3.763 -2.428
H -9.911 -2.276 -4.194
C 0.670 -0.353 1.078
C -0.640 -0.342 1.288
C -1.576 -0.130 0.276
C -1.133 0.135 -1.047
C 0.229 0.100 -1.271
C 1.165 -0.080 -0.224
N -2.051 0.432 -2.179
O -1.596 0.333 -3.335
O -3.265 0.662 -2.059
H 1.335 -0.590 1.895
H -1.061 -0.700 2.216
H -2.631 -0.017 0.481
H 0.540 0.157 -2.304
H 2.220 0.006 -0.438
```